Entry 1:
71
Properties=species:S:1:pos:R:3:lowdin_charge:R:1 method="wB97M-V/def2-TZVPD" lumo_ev=-3.86 homo_energy_ev=-10.0 de_lowest_kj_mol=128.7 charge=+1 orbital_gap_ev=6.14
Ir 0.30137 0.31717 -0.21703 1.231
C -1.45629 -2.63652 -0.24246 -0.033
O -1.36528 -1.23420 0.06458 -0.244
C -2.58603 -0.63169 0.33128 -0.261
C -3.81163 -1.25396 0.18314 -0.019
C -4.96973 -0.58990 0.56856 -0.057
C -4.89150 0.67545 1.12983 -0.059
C -3.65820 1.28976 1.27820 -0.001
C -2.50550 0.64797 0.83874 -0.229
N -1.20899 1.14627 0.96382 -0.108
N -1.04547 2.23295 1.63048 0.133
C 0.09516 2.48821 2.24303 -0.151
C 1.20513 1.53542 2.26453 -0.319
O 1.14378 0.37590 1.70804 -0.170
C 2.39187 1.92463 2.94358 0.005
C 2.50955 3.14846 3.51126 0.026
C 1.44365 4.10416 3.53333 -0.174
C 1.60844 5.36426 4.12347 -0.021
C 0.56297 6.25075 4.18033 -0.066
C -0.68226 5.88599 3.65914 -0.056
C -0.85193 4.66412 3.04540 -0.019
C 0.21457 3.76434 2.95021 -0.109
H -2.12334 -2.79916 -1.08645 0.092
H -1.82788 -3.18329 0.62377 0.116
H -0.46335 -2.96415 -0.49704 0.064
H -3.88114 -2.26108 -0.21049 0.113
H -5.92703 -1.08088 0.44921 0.115
H -5.79079 1.18470 1.45291 0.114
H -3.56360 2.26819 1.72729 0.113
H 3.20766 1.21096 2.95771 0.124
H 3.45376 3.42395 3.97246 0.129
H 2.57520 5.63281 4.53608 0.120
H 0.69928 7.22568 4.63146 0.110
H -1.51777 6.57157 3.73464 0.110
H -1.80843 4.38296 2.62539 0.104
C -2.05971 -0.23355 -2.90444 -0.196
P -0.52597 0.59536 -2.39342 0.913
C -0.94850 2.35369 -2.54543 -0.362
C -0.27235 3.21987 -3.39721 -0.085
C -0.61461 4.56609 -3.42452 -0.079
C -1.61833 5.04965 -2.60032 -0.073
C -2.29346 4.18783 -1.74294 -0.060
C -1.96061 2.84268 -1.71483 -0.096
C 0.66207 0.24415 -3.71650 -0.380
C 2.03037 0.41524 -3.47004 -0.132
C 2.95965 0.12601 -4.46093 -0.061
C 2.53481 -0.33269 -5.70087 -0.059
C 1.17852 -0.48918 -5.95535 -0.058
C 0.24461 -0.21053 -4.96728 -0.073
H -2.44792 0.24962 -3.79761 0.065
H -2.79657 -0.13875 -2.10545 0.039
H -1.87513 -1.29147 -3.09781 0.060
H 0.52085 2.84942 -4.03596 0.108
H -0.09075 5.24152 -4.09044 0.114
H -1.88106 6.10028 -2.62543 0.112
H -3.07564 4.56468 -1.09376 0.111
H -2.49222 2.16970 -1.04719 0.081
H 2.35764 0.79933 -2.51129 0.067
H 4.01669 0.26054 -4.26181 0.114
H 3.25931 -0.56931 -6.47061 0.113
H 0.84429 -0.82942 -6.92725 0.113
H -0.80849 -0.34543 -5.18517 0.102
N 1.51436 -2.26140 -1.74406 -0.006
N 1.75919 -1.40180 -0.63519 -0.114
H 2.22566 -2.97736 -1.79712 0.096
H 1.56092 -1.70081 -2.58469 0.042
H 2.69767 -1.01705 -0.65297 0.103
H 1.65650 -1.92410 0.22239 0.097
S 1.72421 4.59012 -0.55950 0.708
C 1.59279 3.01431 -0.55913 -0.916
N 1.56726 1.82419 -0.71433 -0.134



Entry 2:
31
Properties=species:S:1:pos:R:3:nbo_charge:R:1 method="wB97M-V/def2-TZVPD" lumo_ev="-4.15 / -4.79" homo_energy_ev="-12.7 / -12.9" de_lowest_kj_mol=0.0 spin_multiplicity=3 charge=+1 orbital_gap_ev="8.59 / 8.08"
C -4.21144 0.54576 0.43357 -0.252
O -2.80279 0.34530 0.26546 -0.656
C -2.00959 1.51414 0.57081 -0.151
C -0.56164 1.19033 0.50764 -0.095
C 0.04855 0.14332 1.37286 -0.154
O -0.31651 -1.18104 0.90542 -0.658
C 0.41124 -2.23485 1.54701 -0.252
Ag -1.87489 -1.30325 -0.29834 0.928
H -4.71424 -0.39067 0.17464 0.207
H -4.41560 0.80397 1.48050 0.197
H -4.54610 1.34945 -0.23432 0.199
H -2.28723 1.84179 1.58860 0.211
H -2.27203 2.30416 -0.14472 0.214
H 0.10694 1.94164 0.09182 0.233
H -0.29689 0.23170 2.41579 0.207
H 1.14202 0.21239 1.34070 0.212
H 0.06324 -3.18348 1.12632 0.209
H 1.48211 -2.10612 1.34530 0.190
H 0.21816 -2.20562 2.62656 0.200
H 0.10651 0.95103 -1.94030 0.137
O 4.69187 -0.33327 -0.62944 -0.217
C 3.44610 -0.76776 -0.31485 -0.162
C 2.37038 -0.50856 -1.36873 -0.094
O 2.11615 0.87533 -1.49620 -0.544
C 1.12366 1.17703 -2.43162 -0.247
H 3.05552 -0.32193 0.64107 0.185
H 3.39697 -1.87682 -0.13417 0.224
H 1.43907 -1.05039 -1.10267 0.145
H 2.70850 -0.90568 -2.34721 0.189
H 1.10797 2.26233 -2.58702 0.207
H 1.27402 0.67978 -3.40450 0.191



Entry 3:
28
Properties=species:S:1:pos:R:3:nbo_charge:R:1 method="wB97M-V/def2-TZVPD" lumo_ev="-5.69 / -5.68" homo_energy_ev="-11.8 / -11.8" de_lowest_kj_mol=265.5 charge=+1 orbital_gap_ev="6.14 / 6.15"
C 0.99513 -2.59057 -0.02716 -0.093
C 2.34284 -2.65258 -0.33339 -0.230
C 0.46884 -1.34801 0.34438 -0.217
C 3.16077 -1.54477 -0.31512 -0.105
C 1.20775 -0.10765 0.31600 0.109
C 2.63440 -0.29198 0.12810 -0.272
C 0.51834 1.12617 0.30816 -0.333
C 3.56957 0.73973 0.14325 0.986
C -0.79374 1.35456 -0.04128 0.250
C -1.58243 0.38996 -0.80062 -0.785
C -1.33975 2.70491 0.08725 -0.660
N -3.99352 -0.38694 0.43002 -1.075
F 3.40955 1.85865 0.83531 -0.239
F 4.75732 0.55124 -0.39673 -0.241
H 0.40045 -3.42553 -0.07545 0.236
H 2.91641 -3.54418 -0.59912 0.248
H -0.61245 -1.25580 0.73394 0.254
H 4.20514 -1.60833 -0.53453 0.243
H 0.98161 2.11047 0.73290 0.238
H -1.71573 0.51525 -1.91305 0.265
H -2.69706 0.33284 -0.37646 0.327
H -1.05909 -0.51949 -0.95814 0.225
H -1.50469 3.17135 -0.81155 0.250
H -0.82517 3.29021 0.79965 0.226
H -2.35755 2.61841 0.60353 0.238
H -4.76951 0.20713 0.01142 0.386
H -4.08951 -0.34115 1.50978 0.386
H -4.22791 -1.35392 0.19893 0.382



Entry 4:
13
Properties=species:S:1:pos:R:3:nbo_charge:R:1 method="wB97M-V/def2-TZVPD" lumo_ev="-5.95 / -5.95" homo_energy_ev="-12.5 / -12.5" de_lowest_kj_mol=241.4 charge=+1 orbital_gap_ev="6.53 / 6.54"
C -2.01048 0.47081 0.09737 0.630
C 1.98034 1.25705 -0.18761 0.887
C -0.91405 -0.24663 0.18053 -0.018
C 1.47689 0.01305 0.25893 -0.474
N 0.20579 0.06968 0.88554 -0.513
N -0.81939 -1.36641 -0.77555 -0.795
O -3.06854 0.93381 0.02098 -0.347
O 2.16192 2.38569 -0.37038 -0.248
H 1.25495 -0.79039 -0.52565 0.368
H 2.31653 -0.41049 0.81280 0.306
H -0.01406 1.03634 1.36754 0.409
H -1.59203 -1.04534 -1.36027 0.393
H -0.97787 -2.30719 -0.40421 0.402



Entry 5:
17
Properties=species:S:1:pos:R:3:nbo_charge:R:1 method="wB97M-V/def2-TZVPD" lumo_ev=0.93 homo_energy_ev=-9.8 de_lowest_kj_mol=164.3 orbital_gap_ev=10.69 smiles="O=CCCC1CC1"
O 1.17917 -0.80039 2.06894 -0.530
C 1.55836 -1.10182 0.95198 0.439
C 1.52352 -0.15692 -0.19411 -0.520
C 0.48965 0.90101 0.04604 -0.427
C -0.82057 0.77935 -0.63938 -0.243
C -1.42692 -0.57572 -0.82552 -0.417
C -1.96099 0.33273 0.22529 -0.415
H 2.27292 -1.91537 0.71915 0.108
H 2.50966 0.33055 -0.12688 0.247
H 1.54865 -0.76529 -1.10764 0.228
H 0.91819 1.85833 -0.20607 0.212
H 0.30865 1.04706 1.11454 0.239
H -0.96705 1.55669 -1.38443 0.219
H -1.87406 -0.89921 -1.76788 0.226
H -0.75965 -1.41615 -0.33993 0.194
H -2.91992 0.85256 0.20116 0.222
H -1.57959 -0.02740 1.26474 0.219



Entry 6:
38
Properties=species:S:1:pos:R:3:nbo_charge:R:1 method="wB97M-V/def2-TZVPD" lumo_ev=-0.16 homo_energy_ev=-7.2 orbital_gap_ev=7.02
Cu 0.13450 -0.31062 0.05063 0.737
C 3.29231 -1.23454 -4.28728 -0.736
S 3.27089 0.35797 -3.43111 0.230
C 2.34000 -0.10721 -1.98136 -0.065
S 0.70981 -0.62252 -2.18285 -0.398
N 3.01073 -0.00432 -0.87028 -0.388
N 2.23003 -0.23457 0.21857 -0.302
C 2.74512 -0.80282 1.23854 0.015
C 1.82187 -1.15496 2.32637 0.157
C 2.26987 -1.49390 3.60020 -0.226
C 1.34745 -1.83750 4.56896 -0.158
C -0.00200 -1.84449 4.24137 -0.264
C -0.36535 -1.50586 2.94940 0.051
N 0.51432 -1.17340 2.00937 -0.497
H 3.82965 -1.08137 -5.22109 0.223
H 2.27921 -1.56535 -4.50005 0.230
H 3.81552 -1.97692 -3.68854 0.214
H 3.79722 -1.07194 1.28805 0.195
H 3.33018 -1.47627 3.81465 0.225
H 1.67291 -2.09957 5.56690 0.222
H -0.75637 -2.12136 4.96390 0.224
H -1.40158 -1.52873 2.62997 0.202
C -3.66462 -3.29618 0.41448 -0.789
Se -2.43844 -1.92052 -0.21866 0.287
C -3.59111 -0.42253 0.27978 -0.580
C -3.17071 0.87197 -0.38419 -0.575
Se -1.41344 1.55766 0.12257 0.327
C -1.82751 1.92649 1.98672 -0.797
H -3.86006 -3.17807 1.47833 0.211
H -3.17974 -4.25447 0.24322 0.234
H -4.59542 -3.25732 -0.14668 0.217
H -3.60045 -0.32180 1.36695 0.206
H -4.60158 -0.68067 -0.04281 0.224
H -3.87984 1.66603 -0.14294 0.224
H -3.12941 0.76727 -1.46857 0.243
H -2.77766 2.45320 2.04798 0.221
H -1.03449 2.56878 2.36266 0.239
H -1.85744 1.01239 2.57405 0.216



Entry 7:
82
Properties=species:S:1:pos:R:3:mulliken_spin:R:1 method="wB97M-V/def2-TZVPD" lumo_ev="3.39 / 2.17" homo_energy_ev="-0.6 / -3.7" de_lowest_kj_mol=63.6 spin_multiplicity=4 charge=-2 orbital_gap_ev="3.95 / 5.84"
Ti 0.03802 -1.05601 -0.45011 0.104
O -0.85901 1.77002 6.22834 0.003
C -1.32763 1.81002 4.97166 -0.007
C -2.41879 1.04703 4.54871 -0.003
C -2.80521 1.12337 3.22638 0.006
N -2.17208 1.85166 2.30553 0.004
C -1.13389 2.53658 2.72980 -0.006
Br -0.09092 3.37999 1.37588 0.000
C -0.68335 2.61037 4.03615 0.014
H -0.81721 0.81828 6.50640 0.001
H -2.93919 0.41177 5.25253 -0.003
H -3.65915 0.55533 2.86819 0.001
H 0.20571 3.15790 4.30666 0.004
O 0.73986 -0.90019 -2.19543 0.020
C 2.05021 -1.15470 -2.51087 0.086
C 2.55246 -2.51698 -2.12898 -0.081
C 3.59397 -3.08561 -2.84136 0.124
C 4.17860 -4.29282 -2.42741 -0.014
C 3.64796 -4.94620 -1.29486 0.141
C 2.59578 -4.38568 -0.60379 -0.074
C 2.04090 -3.16085 -0.99120 0.146
O 1.05023 -2.60738 -0.25668 -0.016
N 5.27433 -4.80498 -3.09723 0.214
O 5.79687 -5.89419 -2.68616 0.224
O 5.74701 -4.15625 -4.09289 0.208
H 2.24742 -0.96553 -3.57273 0.018
H 4.00773 -2.59866 -3.71419 0.043
H 4.09375 -5.88183 -0.99208 0.029
H 2.18255 -4.87599 0.26990 -0.001
Br -6.35007 -1.27674 -3.16485 0.000
C -4.73028 -0.67002 -2.39665 0.000
C -4.49291 0.68581 -2.21792 0.001
Br -5.78773 1.96169 -2.74618 0.000
C -3.29278 1.12385 -1.64045 -0.001
Br -2.89301 2.94510 -1.37511 0.000
C -2.33093 0.20479 -1.24517 0.002
O -1.17802 0.48737 -0.68993 0.001
C -2.57202 -1.17830 -1.44055 0.000
O -1.59983 -1.96761 -1.02371 0.001
C -3.76163 -1.60395 -2.00253 0.002
Br -3.99889 -3.46740 -2.19316 0.000
C -6.03576 -1.84948 5.35233 0.000
C -5.29541 -2.54988 6.48008 0.000
S -3.91916 -3.54260 5.93244 0.001
O -4.37217 -4.36724 4.83533 0.000
O -3.35820 -4.17760 7.10046 0.000
C -2.78145 -2.34062 5.30419 0.006
C -1.53586 -2.99557 4.70976 -0.006
N -0.92024 -2.13145 3.72235 0.007
C -1.10921 -2.24064 2.37565 0.041
N -0.42924 -1.30588 1.74193 0.001
C 0.26404 -0.58549 2.70050 0.147
C -0.05236 -1.07376 3.93526 0.008
N 0.34872 -0.62877 5.17550 0.329
O 1.34446 0.15966 5.22117 0.339
O -0.42285 -0.86134 6.21756 0.130
C -1.97155 -3.29326 1.77390 0.001
H -6.94536 -1.38767 5.73661 0.000
H -6.30900 -2.56120 4.57489 0.000
H -5.43324 -1.06058 4.90248 0.000
H -5.92607 -3.27747 6.99505 0.000
H -4.89947 -1.86176 7.22762 0.000
H -2.48928 -1.66613 6.10819 -0.006
H -3.31647 -1.79400 4.52576 0.001
H -1.80634 -3.92254 4.20678 0.002
H -0.81766 -3.20775 5.49592 -0.001
H 0.89605 0.24863 2.45992 -0.020
H -2.98766 -3.25659 2.17428 0.003
H -1.57100 -4.28868 1.98098 0.004
H -2.00848 -3.15733 0.69748 -0.006
O 1.53298 0.19822 0.12625 0.093
N 2.70997 -0.18748 -0.34642 0.309
C 2.92861 0.00661 -1.75740 -0.050
C 4.35572 -0.06874 -2.11343 0.246
C 5.22754 -0.73623 -1.32746 -0.086
C 4.79487 -1.23789 -0.07236 0.356
C 3.53489 -0.91145 0.39728 -0.105
H 2.42706 0.93027 -2.04406 0.018
H 4.64890 0.31316 -3.08198 0.011
H 6.24523 -0.90566 -1.65080 0.005
H 5.43726 -1.84825 0.54315 0.010
H 3.15929 -1.17382 1.37689 0.019



Entry 8:
22
Properties=species:S:1:pos:R:3:nbo_charge:R:1 method="wB97M-V/def2-TZVPD" lumo_ev="-5.62 / -5.64" homo_energy_ev="-9.4 / -9.4" de_lowest_kj_mol=208.9 spin_multiplicity=4 charge=+1 orbital_gap_ev="3.83 / 3.80"
O 1.93219 1.34902 -2.30195 -0.541
C 0.76405 1.30703 -1.59984 0.318
C 2.15339 0.12712 -3.03379 -0.115
O 0.96597 0.27988 -0.61927 -0.618
O -0.14134 0.48631 -2.80432 -0.773
C 0.76756 -0.29168 -3.54370 -0.099
H 2.56327 -0.64153 -2.36513 0.171
H 2.84894 0.36178 -3.84841 0.201
H 0.64604 -1.38117 -3.41559 0.155
H 0.65677 -0.05363 -4.61461 0.177
O 0.58346 1.41841 1.35608 -0.507
C 0.18700 0.36907 0.52890 0.982
C 1.75172 0.99435 2.03406 -0.108
O -1.11778 0.36057 0.29916 -1.043
O 0.50067 -0.81664 1.30539 -0.658
C 1.48545 -0.49656 2.29010 -0.097
H 1.84849 1.57586 2.95617 0.210
H 2.63881 1.14368 1.40079 0.210
H 1.06015 -0.68238 3.28406 0.158
H 2.37681 -1.11686 2.14129 0.214
Li -1.46268 0.86600 -1.50043 0.910
Pr -2.06839 -1.47525 1.71349 1.855